# 1
Computed, not measured: 10 unconnected molecules or ions with the total composition C19H59BF4N13O9 at a distorted geometry, with ωB97M-V/def2-TZVPD.

Cartesian coordinates (Å):
B  0.44965  -0.51271  -0.09879
F  0.56256  -1.46266  -1.08867
F  1.45618  0.38644  -0.21955
F  -0.70855  0.23411  -0.37936
F  0.27726  -1.03231  1.17210
C  -0.35410  1.45051  3.27645
C  -1.22929  0.38751  3.92342
C  -2.33208  0.91898  4.94985
O  -1.79120  1.65744  6.12622
C  -2.64274  2.60237  6.81039
N  -1.84313  -0.48453  2.93013
H  -1.08664  2.15410  2.88090
H  0.26059  1.07681  2.45755
H  0.20345  1.98812  4.04340
H  -0.55927  -0.21377  4.53794
H  -2.99864  0.12729  5.29192
H  -2.91909  1.60347  4.33749
H  -2.24477  3.24643  7.59455
H  -3.54021  2.14125  7.22272
H  -3.13740  3.22683  6.06644
H  -2.51851  0.12648  2.49350
H  -1.20520  -0.68819  2.17405
C  2.08541  -1.00370  -4.27971
C  2.72808  0.35857  -3.88940
C  2.90350  1.38765  -5.04137
O  3.91558  0.86803  -5.91823
C  3.83340  1.45623  -7.23839
N  1.80977  1.08988  -3.01792
H  1.68308  -1.58457  -3.44976
H  2.87058  -1.62739  -4.70704
H  1.27054  -0.87658  -4.99240
H  3.72935  0.22214  -3.48082
H  3.27799  2.33129  -4.64462
H  1.96159  1.53511  -5.56974
H  2.81197  1.50577  -7.61562
H  4.50155  0.89209  -7.88910
H  4.26896  2.43968  -7.06171
H  0.93755  1.36879  -3.44398
H  1.47293  0.42117  -2.34009
C  -6.64867  -1.25729  -1.86703
C  -5.98646  -2.28204  -0.98949
C  -4.53603  -2.20220  -1.23176
O  -3.81712  -3.22277  -0.52244
C  -2.38892  -3.17731  -0.69961
N  -6.17025  -1.89162  0.34899
H  -7.72025  -1.19144  -1.67864
H  -6.35824  -1.42380  -2.90434
H  -6.29385  -0.23639  -1.72576
H  -6.38647  -3.27304  -1.20399
H  -4.15291  -1.21616  -0.96902
H  -4.26677  -2.20681  -2.28797
H  -2.04022  -4.09456  -0.22511
H  -2.02455  -2.32668  -0.12364
H  -2.00788  -3.17320  -1.72085
H  -5.88176  -2.78589  0.71932
H  -5.41555  -1.29329  0.65316
C  -0.02725  3.70744  -0.41003
C  1.22021  4.33307  -0.95337
O  2.05500  3.59692  -1.75078
H  -0.63118  3.30331  -1.22246
H  -0.61249  4.50449  0.04855
H  0.14486  2.92083  0.32462
H  1.77467  4.72014  -0.09847
H  0.96206  5.14037  -1.63873
H  1.64786  2.81177  -2.12411
C  2.05216  -4.30874  -0.28059
O  2.71833  -5.32435  -0.19476
N  2.41536  -3.29013  -1.08888
N  0.99360  -4.08326  0.41720
H  3.27105  -3.40540  -1.61290
H  1.90588  -2.42108  -1.16165
H  0.44837  -3.25980  0.20570
H  0.78644  -4.69441  1.19417
C  -3.19548  0.31739  -3.02072
O  -2.39407  -0.46849  -3.52366
N  -2.88125  1.05402  -1.97887
N  -4.39007  0.69659  -3.42262
H  -2.01188  0.74217  -1.57014
H  -3.30152  1.88339  -1.58441
H  -4.86025  1.37255  -2.83772
H  -4.79057  0.40516  -4.30282
C  5.14510  1.29424  -0.36456
O  6.26385  1.36937  -0.07205
N  4.29102  0.56746  0.23709
N  4.63827  2.00164  -1.33674
H  4.79018  0.04048  0.93939
H  3.32316  0.46002  -0.03085
H  3.68818  1.84924  -1.64367
H  5.23303  2.69004  -1.77546
C  2.94780  1.69214  3.38206
O  3.46446  2.05860  4.42198
N  2.71462  2.50666  2.42422
N  2.62770  0.47207  3.04703
H  3.15684  3.41204  2.49375
H  2.60836  2.15404  1.48376
H  2.60298  -0.22081  3.78147
H  2.10775  0.33121  2.19268
C  1.82690  -2.82305  4.70951
O  2.62311  -1.98912  4.97539
N  0.84307  -2.73143  3.88268
N  1.68964  -3.93189  5.42975
H  0.24818  -3.53201  3.72369
H  0.55697  -1.81458  3.57024
H  2.35236  -4.02278  6.18649
H  0.89182  -4.55120  5.43503

Cartesian forces (eV/Å) of the 6 atoms listed first:
B -2.1020 0.8802 -0.3923
F -0.2310 -0.7206 -0.3281
F 1.9960 0.8272 0.6354
F -0.9391 0.2395 0.0112
F 0.8582 -0.6945 0.2990
C -1.3968 0.8496 0.6671

Output
- Net charge: -1
- Relative energy (zero: lowest compared OMol25 entry of this formula, charge and spin): 4.3625 eV
- Lowest unoccupied orbital energy: 2.03 eV
- Energy: -2572.99303 Eh



# 2
Computed, not measured: a molecular structure, C19H60AsF4O10Si at a distorted geometry, with ωB97M-V/def2-TZVPD.

Cartesian coordinates (Å):
C  -0.61824  1.21488  -3.19935
Si  -0.82856  2.24264  -1.53847
C  -1.15515  4.07169  -2.10020
C  -2.30535  1.43334  -0.60549
As  1.20391  2.10247  -0.41503
F  0.94960  0.25901  -0.35361
C  3.07022  2.00283  0.36585
C  4.15751  1.19448  -0.57127
C  4.44344  -0.36322  -0.05409
C  3.56769  -1.49361  -0.86777
O  4.25593  -2.77929  -1.06308
C  0.36729  2.42628  1.39349
C  0.56130  1.19151  2.45377
C  -0.79897  0.31151  2.74599
F  -1.15924  -0.58300  1.59702
F  -0.43637  -0.63077  3.87017
F  -1.93952  1.12494  3.24751
H  -0.79008  0.08033  -2.87001
H  -1.38031  1.54518  -4.03328
H  0.50502  1.36178  -3.51081
H  -0.67938  4.18947  -3.18788
H  -2.31950  4.27896  -2.24932
H  -0.64782  4.87813  -1.41751
H  -2.54791  1.88855  0.44517
H  -3.27311  1.63312  -1.27546
H  -2.19741  0.24468  -0.59232
H  1.88098  2.01046  -1.83922
H  1.33750  3.67111  -0.55448
H  3.48929  3.11604  0.46011
H  3.13522  1.54223  1.43940
H  3.88097  1.15103  -1.70874
H  5.22149  1.73105  -0.50782
H  5.59246  -0.62843  -0.23243
H  4.28703  -0.42584  1.11754
H  3.23560  -1.10130  -1.94039
H  2.58304  -1.71474  -0.26881
H  3.72865  -3.28278  -1.77552
H  0.94260  3.36036  1.86418
H  -0.76430  2.72381  1.37925
H  0.84974  1.69407  3.49758
H  1.40132  0.42122  2.16074
C  8.49270  2.13834  -0.20911
O  7.22278  2.71115  0.04320
H  8.39821  1.40477  -1.01308
H  9.19244  2.92074  -0.51305
H  8.85516  1.64132  0.69412
H  7.33805  3.35739  0.76041
C  -2.70297  -2.79022  -0.51736
O  -1.48635  -2.10225  -0.74318
H  -3.21218  -2.93465  -1.47301
H  -2.49392  -3.76393  -0.06751
H  -3.33896  -2.19929  0.14640
H  -1.05730  -1.98872  0.12188
C  -5.96213  4.67624  -2.35875
O  -4.95056  3.76272  -2.74171
H  -6.63275  4.18671  -1.64879
H  -5.50598  5.54838  -1.88390
H  -6.52975  4.98344  -3.24062
H  -4.37141  4.22487  -3.37124
C  6.47863  3.75515  -3.16721
O  5.87651  2.59196  -2.62972
H  5.83663  4.15595  -3.95501
H  6.59534  4.50338  -2.37936
H  7.45377  3.49988  -3.58932
H  6.46839  2.25915  -1.93387
C  -6.17759  -3.51311  -2.63194
O  -5.55592  -4.15972  -3.72732
H  -7.26005  -3.63449  -2.71537
H  -5.83340  -3.96439  -1.69810
H  -5.93006  -2.44881  -2.64764
H  -4.59699  -4.03512  -3.62615
C  -3.70620  -4.50695  3.00530
O  -3.08452  -5.15357  1.90991
H  -4.78866  -4.62833  2.92186
H  -3.36201  -4.95823  3.93914
H  -3.45866  -3.44266  2.98959
H  -2.12559  -5.02896  2.01108
C  1.24202  -4.88080  1.86115
O  -0.02790  -4.30799  2.11347
H  1.14753  -5.61438  1.05719
H  1.94176  -4.09840  1.55722
H  1.60448  -5.37782  2.76439
H  0.08737  -3.66175  2.83067
C  3.11102  -7.03389  4.80936
O  3.53400  -5.73226  4.44699
H  3.11572  -7.66929  3.92073
H  3.79651  -7.44677  5.55353
H  2.09808  -6.98851  5.21697
H  3.51967  -5.19170  5.25500
C  -8.66462  3.64649  0.77933
O  -7.44800  4.33446  0.55350
H  -9.17382  3.50206  -0.17632
H  -8.45557  2.67278  1.22917
H  -9.30061  4.23742  1.44308
H  -7.01894  4.44799  1.41856

Cartesian forces (eV/Å) of the 6 atoms listed first:
C -0.0067 -0.7069 0.1823
Si -0.9528 -0.7335 -1.2493
C -0.4664 1.2595 -1.2564
C -2.1103 -0.6296 -0.3777
As 0.3621 2.0538 -0.9571
F 0.1872 -0.8069 0.4429

Output
- Net charge: -1
- Lowest unoccupied orbital energy: 2.17 eV
- Energy: -4436.65784 Eh



Which formula does entry 2 have? C19H60AsF4O10Si



Which value of net charge does entry 1 give? -1



Which value of energy does entry 2 give? -4436.65784 Eh



The highest energy belongs to which entry? C19H59BF4N13O9